Entry from OMol25: a cluster of 15 separate species, C41H77N14O33P in total (the ωB97M-V functional and the def2-TZVPD basis).

Geometry as XYZ:
```
166
Properties=species:S:1:pos:R:3:mulliken_charge:R:1
C 7.1850 -3.1521 3.2193 -0.9753
C 7.0247 -2.7467 1.7408 0.6463
C 7.6299 -1.3845 1.4122 -1.3849
C 6.8556 -0.2042 2.0333 0.7321
C 6.1991 0.6945 0.9834 -1.1694
C 5.3269 -0.0588 -0.0491 -0.3911
C 3.9091 0.4240 -0.1742 -0.1398
C 3.6407 1.5109 -0.9922 -0.8785
C 2.3483 1.9548 -1.2082 -1.1050
C 1.2449 1.3374 -0.6223 0.6774
P -0.3498 2.0705 -1.1387 0.5207
C -1.1526 2.6597 0.4042 -0.8558
O -1.2047 0.6942 -1.4967 -0.5413
C 1.4918 0.2371 0.2193 -0.2014
C 2.8133 -0.1957 0.4424 0.4982
C 2.9960 -1.3574 1.3528 -0.2750
O 3.8940 -1.4251 2.1660 -0.5430
C 1.9691 -2.4164 1.2379 0.2060
C 2.3108 -3.7546 1.3575 -1.0769
C 1.3186 -4.7209 1.2332 -0.0257
C 1.6089 -6.1960 1.2988 -0.5801
C 2.9691 -6.6206 0.7613 -0.9425
C 3.2912 -6.1748 -0.6798 -0.6687
C 2.1000 -6.0229 -1.6293 -0.2034
O 1.7059 -4.6590 -1.8449 -0.4449
C 0.0098 -4.3083 1.0154 0.3493
C -0.3392 -2.9694 0.8997 0.4009
O -1.6178 -2.5885 0.6494 -0.6159
C -2.5136 -2.5458 1.7776 0.1639
C -1.8589 -2.6163 3.1367 -1.1527
C 0.6581 -2.0047 1.0056 0.2590
C 0.4049 -0.5432 0.9082 -0.1743
O -0.5536 -0.0151 1.4205 -0.5267
H 6.2197 -3.3595 3.6803 0.2115
H 7.6871 -2.3830 3.8030 0.3122
H 7.7456 -4.0797 3.2597 0.1112
H 5.9783 -2.7963 1.4382 -0.5216
H 7.5408 -3.4975 1.1379 0.5484
H 8.6574 -1.3795 1.7754 0.4488
H 7.6479 -1.2639 0.3276 0.4742
H 6.1279 -0.5500 2.7641 -0.7317
H 7.5563 0.4262 2.5847 0.4982
H 5.6309 1.4932 1.4608 0.5360
H 7.0159 1.1755 0.4418 0.2908
H 5.7752 0.0589 -1.0366 0.7363
H 5.3473 -1.1260 0.1575 0.1391
H 4.4541 2.0030 -1.5100 0.5068
H 2.1717 2.7833 -1.8818 0.4379
H -0.6666 2.3512 1.3224 0.4332
H -2.1668 2.2613 0.3917 -0.0803
H -1.2406 3.7450 0.3667 0.4603
H -2.0939 0.9725 -1.7453 0.2986
H 3.3432 -4.0210 1.5369 0.7461
H 1.5373 -6.5036 2.3463 0.6756
H 0.8232 -6.7325 0.7664 -0.1591
H 3.0446 -7.7043 0.8222 0.4733
H 3.7517 -6.2455 1.4246 0.4374
H 3.8460 -5.2365 -0.6749 0.2341
H 3.9656 -6.9171 -1.1076 0.4983
H 1.2167 -6.5404 -1.2601 -0.2959
H 2.3423 -6.4719 -2.5931 0.5785
H 2.1784 -4.3351 -2.6148 0.3035
H -0.7537 -5.0686 0.8924 0.6292
H -3.2696 -3.3211 1.6646 0.3239
H -3.0293 -1.5866 1.7015 -0.1055
H -1.4083 -3.5823 3.3535 0.2727
H -2.6472 -2.4637 3.8711 0.3703
H -1.1367 -1.8131 3.2709 0.2695
C 4.0646 -0.1168 5.1989 -0.7181
N 5.3408 -0.7775 5.5758 1.0273
O 6.3586 -0.1197 5.5558 -0.5437
O 5.2798 -1.9532 5.8769 -0.5566
H 4.2792 0.9133 4.9416 0.2954
H 3.6689 -0.6679 4.3502 0.1345
H 3.3975 -0.1856 6.0531 0.3693
C 5.9553 -2.0411 9.0847 -0.6614
N 4.8007 -1.3411 9.7104 0.9039
O 4.7234 -0.1373 9.5746 -0.5290
O 4.0013 -2.0281 10.3099 -0.5424
H 6.5733 -1.3044 8.5858 0.2786
H 6.4986 -2.5491 9.8755 0.3200
H 5.5483 -2.7548 8.3757 0.2252
C -1.3508 5.5607 -3.4750 -0.1796
N -2.6383 4.9386 -3.0728 0.9493
O -2.6651 3.7346 -2.9212 -0.5176
O -3.5881 5.6780 -2.9183 -0.5628
H -0.6067 4.7781 -3.5644 0.2395
H -1.5186 6.0604 -4.4211 -0.2338
H -1.0883 6.2744 -2.6988 0.3533
C -6.2481 -2.3840 4.3771 -0.6214
N -6.0245 -3.7094 3.7366 0.8804
O -5.7997 -3.7328 2.5439 -0.4404
O -6.0805 -4.6845 4.4536 -0.5603
H -6.1660 -1.6166 3.6171 0.2026
H -7.2412 -2.4052 4.8148 0.3077
H -5.4946 -2.2669 5.1505 0.2756
C -0.9153 7.9280 -7.9605 -0.7671
N -1.2803 7.0656 -6.8058 0.8505
O -0.5163 6.1861 -6.4625 -0.5373
O -2.3413 7.2914 -6.2599 -0.5008
H 0.0446 7.6054 -8.3428 0.3663
H -1.6958 7.8185 -8.7045 0.2435
H -0.8822 8.9514 -7.5990 0.2978
C -5.0426 -2.2817 -0.9623 -0.2097
N -6.3524 -2.8107 -0.4933 1.0395
O -6.3936 -3.9631 -0.1197 -0.5272
O -7.2921 -2.0454 -0.5236 -0.6075
H -4.3047 -3.0687 -0.8730 -0.1426
H -5.1687 -1.9694 -1.9946 0.3676
H -4.7880 -1.4343 -0.3330 0.1331
C 0.0852 -9.7490 0.7631 -0.6460
N 1.5150 -10.1469 0.6183 0.9772
O 2.1405 -9.6791 -0.3106 -0.5148
O 1.9603 -10.9133 1.4452 -0.5948
H -0.1686 -9.0700 -0.0432 0.2206
H -0.5066 -10.6578 0.7189 0.3201
H -0.0194 -9.2769 1.7353 0.2716
C -1.9227 -5.1526 -1.9959 -0.6431
N -1.6328 -6.6013 -2.1734 1.0544
O -1.4707 -7.0250 -3.2944 -0.5938
O -1.5560 -7.2672 -1.1563 -0.5743
H -1.9383 -4.6777 -2.9692 0.2840
H -2.8799 -5.0702 -1.4896 0.4253
H -1.1200 -4.7623 -1.3757 -0.0158
C -2.3382 8.6062 -12.3190 -0.7072
N -0.9604 8.2180 -11.9055 0.8609
O -0.5037 8.7285 -10.9007 -0.5260
O -0.3837 7.4165 -12.6037 -0.5119
H -2.7195 9.3249 -11.6040 0.3054
H -2.2662 9.0313 -13.3151 0.2984
H -2.9354 7.6998 -12.3374 0.2844
C 7.0355 -8.1099 3.9514 -0.7464
N 7.8729 -7.1251 3.2110 0.8996
O 7.6001 -6.9145 2.0479 -0.5057
O 8.7721 -6.5977 3.8297 -0.5247
H 6.2811 -8.4905 3.2737 0.2883
H 7.6958 -8.8981 4.2989 0.2856
H 6.5926 -7.5863 4.7929 0.3037
C -4.4698 2.3299 2.1191 -0.5914
N -5.7734 1.6667 2.4122 0.9938
O -5.8303 0.4525 2.4535 -0.5783
O -6.7306 2.3926 2.5717 -0.5789
H -3.7128 1.5618 2.0115 0.1346
H -4.5990 2.9026 1.2066 0.3280
H -4.2490 2.9925 2.9496 0.2773
C -7.6786 5.3921 1.3223 -0.6956
N -6.3264 5.9620 1.5754 0.8953
O -5.3685 5.2245 1.4562 -0.4973
O -6.2700 7.1297 1.8891 -0.5410
H -7.5651 4.3470 1.0644 0.2699
H -8.2525 5.5148 2.2352 0.2898
H -8.1206 5.9668 0.5142 0.2727
C -5.0046 9.3235 -4.7278 -0.6120
N -4.1374 10.3423 -5.3787 1.0008
O -4.3241 10.5894 -6.5518 -0.5605
O -3.2856 10.8635 -4.6875 -0.5663
H -5.7093 8.9572 -5.4630 0.3075
H -4.3556 8.5292 -4.3684 0.2413
H -5.5168 9.8032 -3.9009 0.1835
C -8.2163 12.7309 -3.4790 -0.7425
N -7.8926 11.3635 -3.9706 0.8348
O -7.7140 11.2127 -5.1600 -0.4862
O -7.8223 10.4840 -3.1361 -0.4950
H -8.2404 13.3997 -4.3303 0.3063
H -9.1803 12.6742 -2.9833 0.2878
H -7.4421 13.0089 -2.7707 0.3013
```

E   -141445.0137 eV
LUMO energy   -0.75 eV
Gap between HOMO and LUMO   7.72 eV